Entry from the OMol25 dataset: C3H8N4O in the gas phase at a distorted geometry (the ωB97M-V functional and the def2-TZVPD basis).

Cartesian coordinates (Å):
C1 -1.7473 1.1356 0.5317
C2 0.8017 -0.5347 0.0206
C3 -0.5586 -0.8164 -0.2806
N1 2.2841 1.1226 -0.4622
N2 -1.1574 -2.0527 -0.3896
O1 1.7766 -1.4591 0.1611
N3 1.0088 0.7999 -0.1317
N4 -1.1947 0.3383 -0.5544
H1 2.5154 -1.0119 0.6047
H2 2.4698 1.0459 -1.4641
H3 2.4960 2.0724 -0.1662
H4 -0.7909 -2.7627 0.2310
H5 -2.1647 -2.0145 -0.4513
H6 -1.4113 0.8460 1.5342
H7 -2.8420 1.1142 0.4906
H8 -1.4855 2.1769 0.3262

Its SMILES is C/N=C(N)\C(O)=N\N. The orbital gap (alpha / beta) comes out at 6.43 / 6.61 eV. As for the energy above the lowest of the compared OMol25 structures with the same formula, charge and spin: 527.4 kJ/mol. As for the net charge: 0. As for the multiplicity: 1.



Entry from the OMol25 dataset: a molecular structure, C22H36N3O4SSeSiTb at a distorted geometry (the ωB97M-V functional and the def2-TZVPD basis).

Cartesian coordinates (Å):
Tb1 -0.1902 -0.1600 -0.0198
C1 3.5547 0.4089 1.9021
C2 2.6711 1.4644 2.0632
C3 1.4262 1.2465 2.6412
C4 1.0784 -0.0298 3.0836
C5 1.9766 -1.0806 2.9315
C6 3.2073 -0.8612 2.3333
H1 4.5135 0.5739 1.4364
H2 2.9491 2.4574 1.7408
H3 0.7577 2.0809 2.8167
H4 0.1423 -0.1940 3.6064
H5 1.7156 -2.0610 3.3078
H6 3.9028 -1.6807 2.2132
O1 2.1417 -0.0046 -0.5307
Se1 1.6654 -0.9038 -1.7727
O2 2.7216 -1.3834 -2.8283
O3 0.4382 -0.0124 -2.4537
O4 0.8622 -2.1447 -1.0762
S1 -0.9178 -2.4323 1.9765
C7 -0.5491 -3.7539 0.9931
N1 -1.5480 -4.4757 0.4772
C8 -1.3528 -5.5977 -0.4151
C9 0.0164 -5.4762 -1.0771
C10 1.0846 -5.2700 -0.0103
N2 0.7169 -4.1578 0.8447
H7 -2.4716 -4.0927 0.6082
H8 -2.1485 -5.5878 -1.1653
H9 -1.4202 -6.5353 0.1528
H10 0.0246 -4.6035 -1.7272
H11 0.2334 -6.3647 -1.6647
H12 2.0441 -5.0490 -0.4801
H13 1.1930 -6.1717 0.6067
H14 1.4184 -3.4567 1.0428
C11 0.0398 4.0459 -0.6940
Si1 -1.1138 2.5050 -0.3843
C12 -2.6618 3.3558 0.4389
C13 -1.8657 2.3179 -2.1906
H15 -0.4535 4.7738 -1.3368
H16 0.9616 3.7430 -1.1873
H17 0.3097 4.5563 0.2277
H18 -3.0004 4.2000 -0.1567
H19 -2.4549 3.7283 1.4372
H20 -3.4921 2.6583 0.5144
H21 -2.2951 3.2421 -2.5715
H22 -2.6523 1.5633 -2.1906
H23 -1.0905 2.0018 -2.8849
C14 -0.5421 -1.7436 -4.9439
N3 -1.3499 -1.3237 -3.7976
C15 -2.5584 -0.6286 -4.2395
C16 -1.6339 -2.4829 -2.9093
C17 -2.6795 -2.1778 -1.8596
C18 -3.9005 -2.8327 -1.9936
C19 -4.9250 -2.5915 -1.1008
C20 -4.7109 -1.6788 -0.0829
C21 -3.4877 -1.0407 0.0412
C22 -2.3889 -1.2529 -0.8272
H24 -0.3517 -0.8900 -5.5923
H25 -1.0740 -2.5157 -5.5059
H26 0.4099 -2.1426 -4.5932
H27 -0.7076 -0.6679 -3.2102
H28 -3.1515 -1.2851 -4.8772
H29 -2.2867 0.2652 -4.7958
H30 -3.1554 -0.3439 -3.3761
H31 -0.6875 -2.7418 -2.4269
H32 -1.9608 -3.3170 -3.5378
H33 -4.0517 -3.5443 -2.7965
H34 -5.8692 -3.1095 -1.1995
H35 -5.4999 -1.4767 0.6275
H36 -3.3775 -0.3283 0.8562

The orbital gap (alpha / beta) comes out at 7.55 / 7.43 eV. As for the net charge: 0. As for the multiplicity: 7.



Entry from the OMol25 dataset: a gas-phase ion, C2H5N3P (charge +1) at a distorted geometry (the ωB97M-V functional and the def2-TZVPD basis).

Cartesian coordinates (Å):
C1 -0.2404 -1.4531 0.1136
C2 0.8776 0.5735 -0.4168
N1 -1.4117 -1.0878 -0.2468
N2 -0.8860 1.3955 0.1531
N3 0.8570 -0.6520 0.1644
P1 -2.0922 0.3831 0.0611
H1 -0.0879 -2.4799 0.4379
H2 0.5672 0.6297 -1.4519
H3 1.6310 1.2728 -0.0864
H4 -0.8353 2.3412 0.4947
H5 1.6206 -0.9230 0.7771

Its SMILES is [H]/N=P/N=C\[NH+]=C. The orbital gap comes out at 9.55 eV. As for the energy above the lowest of the compared OMol25 structures with the same formula, charge and spin: 60.5 kJ/mol. As for the net charge: +1. As for the multiplicity: 1.



Entry from the OMol25 dataset: a molecular structure, C42H42AsN6O4SSn (the ωB97M-V functional and the def2-TZVPD basis).

Cartesian coordinates (Å):
Sn1 -0.1436 0.3917 0.8585
O1 3.5583 -1.6979 -0.7364
C1 4.4702 -0.7655 -0.3642
C2 5.7227 -0.8195 -0.9735
C3 6.6964 0.1017 -0.6412
C4 6.4398 1.0991 0.3025
C5 5.1981 1.1603 0.8991
C6 4.1913 0.2385 0.5805
C7 2.8368 0.3538 1.1943
O2 1.9441 -0.5278 0.8330
N1 2.5926 1.3520 1.9972
N2 1.2428 1.3202 2.3969
C8 1.0188 1.7486 3.5819
C9 -0.2426 1.6728 4.3003
C10 -0.3266 2.3452 5.5346
C11 -1.4244 2.2283 6.3553
C12 -2.4674 1.3778 5.9571
C13 -2.4075 0.6995 4.7576
C14 -1.3127 0.8478 3.8736
O3 -1.3533 0.2627 2.7049
H1 2.7415 -1.4979 -0.2303
H2 5.9032 -1.5990 -1.7067
H3 7.6674 0.0468 -1.1198
H4 7.2097 1.8147 0.5679
H5 4.9748 1.9207 1.6379
H6 1.8838 2.1324 4.1244
H7 0.5080 2.9752 5.8342
H8 -1.4706 2.7595 7.2962
H9 -3.3261 1.2428 6.6060
H10 -3.2046 0.0274 4.4535
S1 -2.6064 -1.6370 -0.6574
C15 -2.6618 -3.3910 -0.8406
C16 -3.8824 -4.0303 -1.0663
C17 -3.9078 -5.4091 -1.2195
C18 -2.7193 -6.1332 -1.1977
C19 -1.5035 -5.4913 -1.0009
C20 -1.4662 -4.1175 -0.7994
As1 0.1327 -3.0630 -0.5005
C21 -0.1491 -1.8885 -2.0802
C22 -1.2803 -1.9823 -3.1493
C23 -1.0536 -1.3492 -4.4485
C24 0.0051 -0.5617 -4.6547
C25 1.0705 -0.4498 -3.6621
C26 1.0391 -1.1202 -2.5067
C27 1.4565 -4.2850 -1.1970
C28 1.7690 -4.4272 -2.5474
C29 2.7170 -5.3616 -2.9424
C30 3.3481 -6.1594 -1.9948
C31 3.0463 -6.0116 -0.6463
C32 2.1079 -5.0684 -0.2470
H11 -4.7941 -3.4476 -1.1187
H12 -4.8528 -5.9160 -1.3823
H13 -2.7413 -7.2080 -1.3409
H14 -0.5810 -6.0615 -0.9961
H15 -1.9462 -2.8316 -3.1289
H16 -1.7596 -1.5670 -5.2395
H17 0.1481 -0.0890 -5.6188
H18 1.9670 0.0991 -3.9301
H19 1.9279 -1.1647 -1.8822
H20 1.2805 -3.8130 -3.2934
H21 2.9649 -5.4667 -3.9924
H22 4.0764 -6.8985 -2.3091
H23 3.5515 -6.6195 0.0939
H24 1.8916 -4.9355 0.8058
N3 -5.0063 2.8062 1.0430
C33 -4.4158 2.7675 -0.3512
C34 -3.0646 2.0795 -0.2622
N4 -2.1604 2.7213 0.6860
C35 -2.7619 2.8751 2.0098
C36 -4.1086 3.5819 1.9849
H25 -5.0601 1.8499 1.3863
H26 -5.9466 3.1851 1.0347
H27 -4.3212 3.7992 -0.6798
H28 -5.1060 2.2402 -1.0067
H29 -2.6107 2.0185 -1.2491
H30 -3.2180 1.0435 0.0625
H31 -1.7810 3.5923 0.3289
H32 -2.0855 3.4122 2.6729
H33 -2.8945 1.8752 2.4349
H34 -4.0397 4.5962 1.5963
H35 -4.5736 3.5993 2.9696
O4 -1.4548 0.2468 -2.0261
N5 -1.4164 -1.0864 -1.9602
N6 1.3196 1.8582 -0.9602
C37 0.9746 3.2278 -0.8376
C38 1.6989 4.0795 -0.0084
C39 1.2953 5.3992 0.1490
C40 0.1768 5.8888 -0.5190
C41 -0.5355 5.0393 -1.3581
C42 -0.1458 3.7139 -1.5135
H36 2.3008 1.6628 -0.8081
H37 0.9843 1.4311 -1.8170
H38 2.5662 3.6963 0.5235
H39 1.8697 6.0561 0.7920
H40 -0.1205 6.9245 -0.4055
H41 -1.3908 5.4157 -1.9096
H42 -0.6832 3.0480 -2.1861

The orbital gap comes out at 6.86 eV. As for the energy above the lowest of the compared OMol25 structures with the same formula, charge and spin: 82.4 kJ/mol. As for the net charge: +1. As for the multiplicity: 1.



Entry from the OMol25 dataset: a molecular structure, C14H25MgN5S2 at a distorted geometry (the ωB97M-V functional and the def2-TZVPD basis).

Cartesian coordinates (Å):
Mg1 0.0037 -0.3350 0.0014
S1 -1.0548 2.0400 -0.2344
S2 -0.8432 -2.6729 -0.1284
C1 -2.8728 2.0243 -0.3028
C2 -0.6799 2.1189 -2.0268
C3 -1.0662 0.8593 -2.7673
N1 -0.3845 -0.3245 -2.1709
C4 -0.9910 -1.5701 -2.7194
C5 -0.5191 -2.7732 -1.9356
H1 0.3946 2.2901 -2.1241
H2 -1.2218 2.9811 -2.4177
H3 -0.7571 0.9292 -3.8226
H4 -2.1473 0.6977 -2.7278
H5 -0.6801 -1.6603 -3.7733
H6 -2.0798 -1.4736 -2.6813
H7 0.5593 -2.8882 -2.0617
H8 -1.0276 -3.6770 -2.2700
C6 -2.6693 -2.7110 -0.1488
H9 0.5887 -0.3011 -2.5059
H10 -3.1332 -1.8790 -0.6989
H11 -3.0166 -2.6876 0.8913
H12 -2.9597 -3.6693 -0.5969
H13 -3.2292 1.9795 0.7340
H14 -3.2901 1.1683 -0.8512
H15 -3.2173 2.9661 -0.7506
C7 4.7420 -0.1345 -1.6788
C8 5.0777 -0.1474 -0.3794
H16 4.6784 0.8113 -2.2445
H17 4.5813 -1.0700 -2.2401
H18 5.2780 0.7954 0.1594
H19 5.2056 -1.0795 0.1940
N2 2.0187 1.2259 3.0732
C9 3.0326 1.6400 2.2127
C10 2.6778 1.2047 0.9602
N3 1.5026 0.4756 1.0543
C11 1.0926 0.5514 2.3473
C12 -0.2312 0.1658 2.8087
N4 -1.2201 -0.2583 2.0050
C13 -2.3459 -0.4067 2.7863
C14 -2.0445 -0.0672 4.0851
N5 -0.7047 0.2992 4.0831
H20 1.9584 1.3838 4.0758
H21 3.9300 2.1289 2.5441
H22 3.1820 1.3049 0.0032
H23 -3.2913 -0.7504 2.3618
H24 -2.6533 -0.0928 4.9740
H25 -0.1725 0.5884 4.9044

The orbital gap comes out at 8.80 eV. As for the energy above the lowest of the compared OMol25 structures with the same formula, charge and spin: 0.0 kJ/mol. As for the net charge: +2. As for the multiplicity: 1.



Entry from the OMol25 dataset: 2 unconnected molecules or ions with the total composition C2H4F2Si at a distorted geometry (the ωB97M-V functional and the def2-TZVPD basis).

Cartesian coordinates (Å):
C1 1.8006 -1.1657 -0.0114
C2 1.9201 0.0146 0.0371
F1 2.2270 1.2247 -0.0014
F2 -2.8996 1.0798 0.0046
Si1 -1.4105 0.3945 0.0051
H1 1.5953 -2.1891 0.1899
H2 -0.3086 1.5158 0.4687
H3 -1.3395 -0.0949 -1.5056
H4 -1.5847 -0.7796 0.8130

Its SMILES is F[SiH3].C#CF. The orbital gap comes out at 11.75 eV. As for the energy above the lowest of the compared OMol25 structures with the same formula, charge and spin: 485.3 kJ/mol. As for the net charge: 0. As for the multiplicity: 1.